<A>
21
Properties=species:S:1:pos:R:3:lowdin_charge:R:1 method="wB97M-V/def2-TZVPD" charge=+1 smiles="N[C@H](CO)C/C=C/[NH3+]" gap_ev=8.48
C -1.947 -0.009 0.396 -0.20
O -2.536 1.264 0.717 -0.07
C -0.737 -0.221 1.322 -0.40
C 0.485 -0.708 0.537 -0.15
C 0.971 0.221 -0.533 -0.06
C 1.856 -0.128 -1.439 -0.06
N 2.313 0.925 -2.432 0.20
N -0.958 -1.145 2.414 0.05
H -1.584 0.099 -0.628 0.10
H -2.669 -0.815 0.546 0.13
H -3.495 1.188 0.682 0.09
H -0.558 0.767 1.746 0.15
H 0.224 -1.664 0.094 0.13
H 1.279 -0.932 1.248 0.13
H 0.571 1.239 -0.559 0.14
H 2.387 -1.056 -1.582 0.13
H 2.930 1.580 -1.951 0.17
H 2.848 0.511 -3.193 0.17
H 1.501 1.436 -2.794 0.17
H -1.285 -0.660 3.248 0.09
H -1.596 -1.891 2.162 0.08


<B>
21
Properties=species:S:1:pos:R:3:lowdin_charge:R:1 method="wB97M-V/def2-TZVPD" charge=+1 gap_ev=11.16
C 3.901 -0.291 0.314 -0.02
C 2.906 0.016 -0.918 0.00
C -4.035 0.196 -0.161 -0.06
C -2.591 -0.074 -0.577 -0.22
C -0.370 0.002 0.556 -0.34
N -1.591 -0.394 0.477 0.03
N 2.665 0.460 0.488 -0.01
O 0.427 -0.361 1.456 -0.03
H 3.793 -1.315 0.597 0.11
H 4.911 -0.011 0.530 0.12
H 3.241 0.956 -1.459 0.14
H 2.264 -0.744 -1.373 0.12
H -4.512 0.269 -1.124 0.08
H -4.399 -0.653 0.320 0.05
H -4.196 1.047 0.537 0.10
H -2.605 -0.975 -1.184 0.12
H -2.090 0.762 -1.072 0.11
H -0.190 0.751 -0.246 0.15
H -1.985 -1.267 1.072 0.24
H 2.650 1.515 0.646 0.20
H 1.805 0.112 1.122 0.10


Stability, lowest: <B>


<A>
21
Properties=species:S:1:pos:R:3:lowdin_charge:R:1 method="wB97M-V/def2-TZVPD" charge=+1 smiles=C[C@@H](O)[C@@]1(N)[NH2+][C@@H]1C gap_ev=10.79
C -1.054 -0.293 -0.459 -0.14
C -0.128 0.787 0.144 -0.34
C -2.553 -0.645 -0.145 -0.01
C 1.771 -1.273 0.799 -0.06
C 1.647 0.146 0.195 -0.18
N -0.716 1.649 1.050 0.09
N -0.553 0.891 -1.252 0.18
O 1.901 0.176 -1.260 -0.09
H -0.488 -1.140 -0.722 0.12
H -3.154 -0.057 0.501 0.05
H -2.415 -1.655 0.357 0.10
H -3.172 -0.878 -1.167 0.14
H 2.805 -1.463 1.088 0.08
H 1.635 -2.061 0.048 0.09
H 1.189 -1.635 1.614 0.07
H 2.249 0.866 0.839 0.15
H -0.683 1.250 2.067 0.16
H -0.424 2.660 1.067 0.13
H 0.262 0.719 -1.883 0.16
H -1.005 1.725 -1.540 0.17
H 2.884 0.231 -1.341 0.13


<B>
21
Properties=species:S:1:pos:R:3:lowdin_charge:R:1 method="wB97M-V/def2-TZVPD" charge=+1 gap_ev=3.84
C -2.271 1.324 0.546 -0.21
N -0.926 1.218 1.093 0.14
C 3.297 0.457 0.486 0.12
C 3.070 -0.759 -0.128 -0.07
C 1.763 -1.144 -0.813 -0.23
O 0.568 -0.693 -0.228 -0.05
C -2.708 -0.095 0.142 -0.29
N -2.137 -0.538 -1.090 0.09
H -2.518 2.087 -0.301 0.16
H -2.895 1.646 1.405 0.14
H -0.229 0.770 0.479 0.04
H 4.180 0.657 1.043 0.07
H 2.437 1.137 0.680 0.08
H 3.844 -1.499 -0.295 0.11
H 1.951 -0.852 -1.890 0.19
H 1.686 -2.297 -0.772 0.21
H -2.378 -0.730 0.968 0.12
H -3.844 -0.198 0.158 0.15
H -2.541 0.022 -1.809 0.08
H -0.625 1.770 1.847 0.09
H -1.074 -0.432 -1.110 0.07


Stability, lowest: <B>


<A>
21
Properties=species:S:1:pos:R:3:lowdin_charge:R:1 method="wB97M-V/def2-TZVPD" charge=+1 gap_ev=9.51
C -2.163 -0.726 0.101 -0.13
C -2.730 -0.543 -1.112 -0.16
N -3.395 -1.517 -1.837 0.08
N -1.175 0.235 0.524 0.14
H -1.963 -1.698 0.563 0.13
H -2.651 0.441 -1.589 0.13
H -3.300 -1.368 -2.861 0.13
H -3.138 -2.440 -1.581 0.09
H -0.214 -0.023 0.145 0.11
H -1.060 0.134 1.519 0.15
H -1.424 1.234 0.279 0.20
C 1.830 -0.774 -0.003 0.02
C 2.186 0.546 0.236 -0.45
O 2.245 1.438 -0.802 0.02
C 2.515 1.212 1.553 -0.04
H 1.941 -1.497 0.800 0.07
H 1.794 -1.117 -1.046 0.08
H 2.753 2.231 -0.526 0.12
H 2.318 0.617 2.454 0.09
H 3.593 1.385 1.469 0.10
H 2.038 2.229 1.714 0.11


<B>
21
Properties=species:S:1:pos:R:3:lowdin_charge:R:1 method="wB97M-V/def2-TZVPD" charge=+1 gap_ev=9.40
C -0.596 2.447 -0.215 -0.10
C -0.391 1.370 -1.285 -0.17
C -0.269 -0.037 -0.799 -0.15
C 0.820 -0.764 -1.027 -0.16
N 1.182 -1.951 -0.384 -0.01
C 0.521 -3.015 -0.411 -0.01
N -1.165 1.839 1.077 0.18
H 0.318 2.852 0.154 0.12
H -1.204 3.293 -0.509 0.13
H -1.232 1.448 -1.980 0.12
H 0.522 1.610 -1.822 0.12
H -1.077 -0.557 -0.286 0.12
H 1.610 -0.538 -1.736 0.13
H -0.459 -3.192 -0.873 0.09
H 0.827 -3.881 0.172 0.08
H -0.789 2.258 1.922 0.16
H -0.844 0.858 1.034 0.08
H -2.183 1.844 1.119 0.17
H -0.221 -0.923 2.554 0.07
H 1.177 -0.899 1.913 0.05
O 0.414 -0.343 2.112 -0.05


Stability, lowest: <A>


<A>
21
Properties=species:S:1:pos:R:3:lowdin_charge:R:1 method="wB97M-V/def2-TZVPD" charge=+1 smiles="C[C@@H]([NH3+])C(=O)N(C)C" gap_ev=10.44
N -0.850 -2.285 0.171 0.13
C -0.545 -0.893 0.762 -0.25
C -1.692 -0.189 1.244 -0.05
C -0.025 -0.176 -0.664 -0.35
N 0.785 0.882 -0.542 -0.14
C 1.274 1.363 -1.812 -0.02
C 1.347 1.430 0.656 -0.02
O -0.551 -0.675 -1.685 0.00
H -1.543 -2.775 0.697 0.13
H 0.024 -2.948 -0.030 0.22
H -1.256 -2.101 -0.965 0.25
H 0.409 -1.003 1.388 0.17
H -1.846 -0.334 2.289 0.09
H -2.563 -0.444 0.670 0.11
H -1.559 0.880 1.318 0.10
H 0.883 0.687 -2.695 0.14
H 2.367 1.384 -1.746 0.11
H 0.854 2.320 -1.984 0.09
H 1.986 2.327 0.389 0.13
H 1.924 0.758 1.303 0.11
H 0.577 1.791 1.233 0.06


<B>
21
Properties=species:S:1:pos:R:3:lowdin_charge:R:1 method="wB97M-V/def2-TZVPD" charge=+1 gap_ev=9.24
C 1.532 -0.058 1.318 -0.15
C 1.001 1.286 0.840 -0.20
C -0.457 1.195 0.396 -0.09
C -0.740 0.924 -0.873 -0.19
N -2.025 0.594 -1.345 0.00
C -2.862 1.531 -1.484 -0.01
N 2.043 -0.891 0.187 0.20
H 2.356 0.220 1.979 0.13
H 0.806 -0.589 1.919 0.13
H 1.172 2.132 1.508 0.12
H 1.590 1.656 -0.019 0.12
H -1.135 1.364 1.223 0.12
H 0.057 0.953 -1.607 0.11
H -2.675 2.574 -1.232 0.09
H -3.820 1.205 -1.864 0.08
H 2.886 -1.356 0.502 0.17
H 2.223 -0.283 -0.616 0.16
H 1.288 -1.512 -0.132 0.12
H 0.479 -3.936 -0.104 0.08
H 0.321 -3.594 1.386 0.07
O 0.481 -3.189 0.520 -0.05


Stability, lowest: <B>


<A>
16
Properties=species:S:1:pos:R:3:lowdin_charge:R:1 method="wB97M-V/def2-TZVPD" smiles="C[C@H](CC(=O)O)OO" gap_ev=10.54
C -0.676 -0.623 -0.109 -0.24
C -0.314 0.046 1.156 -0.04
C -1.628 0.106 -1.018 -0.05
C 1.252 0.495 0.849 -0.53
O 0.838 -0.730 -0.771 -0.18
O 1.124 0.102 -1.915 -0.01
O 2.148 -0.257 1.532 0.10
O 1.483 1.647 0.535 0.08
H 1.642 0.827 -1.513 0.09
H 1.861 -1.182 1.613 0.12
H -0.919 -1.680 0.002 0.14
H -0.834 0.986 1.342 0.12
H -0.350 -0.611 2.026 0.11
H -1.354 1.162 -1.089 0.09
H -1.627 -0.332 -2.020 0.09
H -2.647 0.043 -0.621 0.09


<B>
16
Properties=species:S:1:pos:R:3:lowdin_charge:R:1 method="wB97M-V/def2-TZVPD" smiles="CC(=O)O.CC(=O)O" gap_ev=11.23
C -2.042 0.041 -0.074 -0.51
C -3.575 -0.212 0.145 0.02
C 2.096 0.018 -0.085 -0.59
C 3.578 0.094 0.036 -0.01
H -0.681 1.279 -0.235 0.08
H -3.785 -1.296 0.393 0.11
H -3.930 0.560 0.881 0.10
H -4.117 0.059 -0.685 0.04
H 0.556 -1.107 -0.234 0.13
H 3.856 1.096 -0.113 0.04
H 3.848 -0.010 1.265 0.17
H 4.151 -0.673 -0.612 0.11
O -1.339 -0.989 -0.246 0.02
O -1.627 1.254 -0.211 0.17
O 1.421 1.079 -0.111 0.02
O 1.590 -1.194 -0.114 0.09


Stability, lowest: <A>


<A>
12
Properties=species:S:1:pos:R:3:lowdin_charge:R:1 method="wB97M-V/def2-TZVPD" gap_ev="7.91 / 7.91"
C -1.141 0.361 1.339 -0.09
C -1.540 -0.862 -0.926 -0.84
C 0.262 0.526 1.636 -0.07
N -2.251 -0.086 1.346 -0.19
N -3.358 -0.403 0.892 -0.35
P -0.774 -1.734 -2.255 0.70
S -3.188 -0.887 -0.766 0.82
H 0.759 0.373 0.692 0.07
H 0.475 1.596 1.920 0.09
H 0.500 -0.129 2.549 0.12
H 0.229 -0.804 -2.144 -0.13
H -1.729 -1.104 -3.040 -0.12


<B>
12
Properties=species:S:1:pos:R:3:lowdin_charge:R:1 method="wB97M-V/def2-TZVPD" smiles="C/C(N=S)=N/C#[PH2]" gap_ev="7.95 / 5.65"
C 0.113 -1.112 0.056 -0.55
C 0.959 1.187 0.382 -0.34
C -1.264 -1.681 0.120 -0.05
N 0.318 0.164 0.272 0.04
N 1.121 -1.894 -0.076 -0.46
P 2.641 1.746 0.344 0.73
S 2.669 -1.797 -0.297 0.60
H -1.428 -2.569 0.839 0.10
H -2.087 -0.960 0.410 0.09
H -1.674 -2.057 -0.834 0.07
H 2.293 3.023 0.269 -0.17
H 2.677 1.626 -1.109 -0.07


Stability, lowest: <A>